(1)
{"formula": "H18O9", "method": "wB97M-V/def2-TZVPD", "symbols": ["H", "H", "H", "H", "H", "H", "H", "H", "H", "H", "H", "H", "H", "H", "H", "H", "H", "H", "O", "O", "O", "O", "O", "O", "O", "O", "O"], "positions_angstrom": [[0.06553, 0.74253, 0.57724], [-0.96357, 0.39058, 1.63890], [3.47377, 1.12795, 3.28692], [3.36075, 0.75830, 1.81701], [-0.50014, -5.10791, -0.72626], [0.17090, -3.74677, -0.81011], [2.82126, 1.93767, -0.60650], [3.94892, 2.30657, 0.34342], [0.44639, -0.96964, -0.05573], [-0.29752, -2.00735, 0.76878], [-1.32153, 1.77968, 3.54141], [-1.22925, 2.30836, 2.11943], [1.87659, 1.39983, -3.26868], [1.95888, 1.41310, -4.78627], [-2.42144, 1.69775, -2.38425], [-2.20441, 0.21976, -2.10411], [-4.55628, -2.11275, 1.06151], [-3.22292, -2.63027, 0.54735], [-0.67193, 0.14735, 0.75302], [3.16246, 1.46658, 2.43991], [-0.33430, -4.37855, -1.33414], [3.36958, 1.57610, 0.09891], [0.22059, -1.19896, 0.85280], [-1.72513, 1.69239, 2.67050], [1.33952, 1.53387, -4.05771], [-1.75123, 1.07031, -2.09077], [-3.78531, -1.84751, 0.54747]], "multiplicity": 1, "homo_ha": -0.212, "molar_mass_g_mol": 162.1, "lumo_energy_ev": 0.280}



(2)
{"formula": "H18O9", "method": "wB97M-V/def2-TZVPD", "symbols": ["O", "H", "H", "O", "H", "H", "O", "H", "H", "O", "H", "H", "O", "H", "H", "O", "H", "H", "O", "H", "H", "O", "H", "H", "O", "H", "H"], "positions_angstrom": [[3.63927, 1.84084, -0.35938], [2.94656, 1.22445, -0.08551], [4.10508, 1.24971, -0.84979], [-0.66024, 0.30686, 0.00464], [-0.54506, -0.32140, -0.70839], [0.29723, 0.70580, 0.17043], [1.47218, 2.05354, -1.82140], [0.57756, 2.21603, -1.88766], [1.63975, 2.92883, -1.55679], [-1.89968, 2.55812, 0.85309], [-1.46162, 1.76581, 0.66634], [-2.01541, 2.62899, 1.82521], [0.62359, -0.88549, 3.24293], [-0.36513, -1.20030, 2.94239], [0.80007, -0.55230, 2.39306], [-3.36600, -0.11938, 0.22315], [-2.37105, 0.07610, 0.24268], [-3.69343, 0.10994, 1.10575], [-0.76942, -1.64045, -2.25092], [-0.23685, -2.32712, -2.67977], [-0.70241, -1.08294, -2.97366], [-1.39409, -3.08234, 0.08263], [-1.32476, -2.47835, -0.84565], [-2.04063, -3.71350, -0.08114], [2.17251, -0.40117, 0.88297], [2.07505, -0.85090, -0.01196], [2.49692, -1.00939, 1.47675]], "multiplicity": 1, "homo_ha": -0.383, "molar_mass_g_mol": 162.1, "lumo_energy_ev": -0.399, "smiles": "O.O.O.O.O.O.O.O.O"}



Which of them is the least stable? Correct choice: (1).



(1)
{"formula": "H18O9", "method": "wB97M-V/def2-TZVPD", "symbols": ["H", "H", "H", "H", "H", "H", "H", "H", "H", "H", "H", "H", "H", "H", "H", "H", "H", "H", "O", "O", "O", "O", "O", "O", "O", "O", "O"], "positions_angstrom": [[0.15939, 1.12084, -0.17428], [-1.18755, 0.49732, 0.15286], [-3.31275, -0.07083, 2.07306], [-2.99465, -1.55163, 2.19991], [3.02840, -1.28647, -0.57355], [3.87473, -0.03017, -0.69792], [2.41496, -3.08045, -2.37878], [1.08453, -2.34567, -2.36918], [3.59719, 3.93854, -0.30163], [3.78685, 3.56743, 1.15999], [-0.55011, -2.43855, 0.85895], [-0.09421, -3.69491, 1.58265], [-6.09805, 1.70408, -1.69324], [-4.63034, 1.65009, -2.08433], [-0.61616, 0.90459, 3.71173], [-0.05696, -0.50277, 3.84088], [1.01251, 0.50303, -2.23323], [0.03476, 0.37208, -3.38948], [-0.78827, 1.28963, -0.22372], [-2.68363, -0.68137, 2.47361], [3.02360, -0.34392, -0.37214], [1.60262, -2.98606, -1.86870], [4.19789, 4.06187, 0.44197], [0.05428, -3.18501, 0.77833], [-5.33675, 2.26892, -1.86751], [0.17034, 0.37934, 3.52591], [0.30739, -0.05994, -2.57215]], "multiplicity": 1, "homo_ha": -0.400, "molar_mass_g_mol": 162.1, "lumo_energy_ev": 0.036, "smiles": "O.O.O.O.O.O.O.O.O"}



(2)
{"formula": "H18O9", "method": "wB97M-V/def2-TZVPD", "symbols": ["O", "H", "H", "O", "H", "H", "O", "H", "H", "O", "H", "H", "O", "H", "H", "O", "H", "H", "O", "H", "H", "O", "H", "H", "O", "H", "H"], "positions_angstrom": [[13.00784, 0.17241, -12.75295], [12.18980, 0.37653, -12.29975], [13.12626, 0.89373, -13.37094], [16.54647, 1.38798, -8.37179], [16.79783, 0.52440, -8.04425], [17.05716, 2.00252, -7.84475], [15.04269, -0.60397, -11.05409], [14.44129, -0.29062, -11.72964], [14.90665, -0.00879, -10.31688], [12.18295, -2.72583, -12.83921], [12.54055, -1.83888, -12.79852], [11.30437, -2.61394, -13.20227], [13.30122, -0.51315, -6.99848], [13.74692, -0.28865, -7.81528], [14.00951, -0.68493, -6.37796], [12.83732, 1.61948, -9.02138], [12.47392, 1.85509, -9.87499], [13.52335, 2.26848, -8.86519], [17.68364, -0.13518, -11.74119], [17.96864, -0.76153, -11.07583], [16.73222, -0.09730, -11.64324], [15.03909, 3.27352, -9.28747], [15.46583, 2.45844, -9.02333], [14.89057, 3.17290, -10.22771], [15.95878, -3.35506, -13.15879], [15.25628, -3.98926, -13.30199], [15.56464, -2.68136, -12.60471]], "multiplicity": 1, "homo_ha": -0.396, "molar_mass_g_mol": 162.1, "lumo_energy_ev": -0.436, "smiles": "O.O.O.O.O.O.O.O.O"}



Which of them is the least stable? Correct choice: (1).



(1)
{"formula": "H18O9", "method": "wB97M-V/def2-TZVPD", "symbols": ["O", "H", "H", "O", "H", "H", "O", "H", "H", "O", "H", "H", "O", "H", "H", "O", "H", "H", "O", "H", "H", "O", "H", "H", "O", "H", "H"], "positions_angstrom": [[15.36200, -19.71700, -8.20900], [15.89500, -20.45200, -8.55600], [14.92500, -20.02100, -7.39600], [12.78900, -21.84500, -11.94700], [13.63800, -21.46100, -12.17500], [12.22000, -21.14300, -12.34100], [14.20700, -22.38000, -9.64000], [13.75900, -22.10100, -10.41700], [15.09800, -22.49100, -9.88300], [11.93300, -21.77300, -7.29900], [12.25900, -21.53600, -8.14800], [11.82400, -22.71400, -7.34200], [11.92200, -24.23400, -8.37700], [11.20900, -23.98300, -8.90800], [12.70300, -24.20800, -8.97900], [14.86400, -20.30800, -12.04500], [15.54600, -19.91300, -12.55600], [14.87400, -19.89000, -11.18400], [12.76700, -19.74200, -9.40100], [13.56500, -20.21300, -9.10600], [11.98000, -20.33500, -9.56400], [17.00600, -21.76600, -8.98100], [17.29900, -21.15300, -9.66300], [17.47400, -21.51100, -8.15800], [14.50500, -22.49800, -6.79500], [13.68300, -21.98900, -6.84300], [14.89900, -22.46000, -7.64700]], "multiplicity": 1, "homo_ha": -0.388, "molar_mass_g_mol": 162.1, "lumo_energy_ev": -0.261, "smiles": "O.O.O.O.O.O.O.O.O"}



(2)
{"formula": "H18O9", "method": "wB97M-V/def2-TZVPD", "symbols": ["H", "H", "H", "H", "H", "H", "H", "H", "H", "H", "H", "H", "H", "H", "H", "H", "H", "H", "O", "O", "O", "O", "O", "O", "O", "O", "O"], "positions_angstrom": [[0.75635, 0.62549, -0.28886], [-0.66836, 0.48823, -1.08983], [3.16871, -0.80539, 0.45137], [2.96245, -2.14464, -0.09451], [-2.22145, -0.45075, 2.58805], [-3.08524, -0.65659, 3.89801], [2.11157, 2.03984, 0.88926], [3.66543, 2.22837, 0.72541], [-2.60228, 0.98700, 0.07730], [-1.98685, 2.39990, 0.25623], [-3.93920, -1.55239, -2.35173], [-5.44316, -1.48147, -1.80759], [0.81477, -0.69330, 3.03619], [0.73861, -0.53255, 1.50993], [2.57743, -2.71041, -2.43311], [1.92169, -4.02101, -2.02437], [1.04314, 3.66045, -1.59648], [-0.47498, 3.79938, -1.42119], [0.29213, 0.21940, -0.99376], [3.66645, -1.54610, 0.20124], [-3.12969, -0.46945, 2.90025], [2.90718, 1.59034, 0.62341], [-1.81930, 1.45027, 0.41118], [-4.71849, -2.08364, -2.22575], [0.71952, -1.17411, 2.23583], [2.45144, -3.29916, -1.59835], [0.29211, 4.13229, -1.87812]], "multiplicity": 1, "homo_ha": -0.380, "molar_mass_g_mol": 162.1, "lumo_energy_ev": -0.430, "smiles": "O.O.O.O.O.O.O.O.O"}



(3)
{"formula": "H18O9", "method": "wB97M-V/def2-TZVPD", "symbols": ["O", "H", "H", "O", "H", "H", "O", "H", "H", "O", "H", "H", "O", "H", "H", "O", "H", "H", "O", "H", "H", "O", "H", "H", "O", "H", "H"], "positions_angstrom": [[0.07469, 0.32732, -1.99480], [0.54542, 1.02476, -2.45107], [-0.84832, 0.49870, -2.18164], [0.11990, 2.66236, 0.19265], [0.30258, 1.72600, 0.27074], [-0.14158, 2.78050, -0.72053], [0.97197, -0.90344, -0.81774], [0.60185, -1.73773, -1.10618], [0.52711, -0.24586, -1.35244], [0.08784, 0.42926, 0.60177], [0.40597, -0.20139, -0.04422], [-0.85685, 0.46950, 0.45286], [-1.96283, 0.23267, 0.14461], [-2.55605, -0.04669, 0.84195], [-2.42722, 0.94533, -0.29436], [1.18249, 1.35903, 2.25611], [0.74520, 0.95116, 1.50868], [0.55969, 1.26840, 2.97730], [-0.04307, -1.89744, 2.22439], [0.05491, -2.55343, 1.53422], [-0.09563, -1.06363, 1.75725], [-1.54405, -1.30405, -1.08270], [-2.41535, -1.66757, -0.92481], [-1.47804, -0.56676, -0.47584], [3.01457, -0.57166, -0.36641], [2.09815, -0.38855, -0.57347], [3.07664, -1.52679, -0.37633]], "multiplicity": 1, "homo_ha": -0.327, "molar_mass_g_mol": 162.1, "lumo_energy_ev": -1.248}



Which of them is the least stable? Correct choice: (3).



(1)
{"formula": "C5H6N4", "method": "wB97M-V/def2-TZVPD", "symbols": ["C", "C", "C", "C", "N", "N", "N", "C", "N", "H", "H", "H", "H", "H", "H"], "positions_angstrom": [[-0.64747, -0.48809, 2.45439], [0.23559, 0.00830, -1.70269], [-1.11908, -0.18123, 1.12818], [1.07187, -0.44192, -0.52229], [-1.64469, 0.18232, 0.16832], [-0.25026, -0.88122, -2.46834], [1.73869, 0.29027, 0.25687], [0.09545, 1.42398, -1.89046], [0.02273, 2.54922, -2.10503], [-0.83727, -0.53517, -3.21916], [1.68437, 1.29253, 0.06349], [1.20577, -1.51697, -0.51130], [-0.96644, 0.28908, 3.15051], [0.44455, -0.52981, 2.43242], [-1.03379, -1.46130, 2.76509]], "multiplicity": 1, "homo_ha": -0.391, "molar_mass_g_mol": 122.1, "lumo_energy_ev": -0.434, "smiles": "[H]/N=C\\C(C#N)=N\\[H].CC#N"}



(2)
{"formula": "C5H6N4", "method": "wB97M-V/def2-TZVPD", "symbols": ["C", "C", "C", "C", "C", "H", "H", "H", "H", "H", "H", "N", "N", "N", "N"], "positions_angstrom": [[0.48645, 2.01497, -1.48921], [-0.31656, 0.83498, -0.78457], [-0.69128, -1.08032, 0.42086], [-0.05534, -1.79196, 1.32024], [0.34743, -0.12355, 0.15092], [-0.05280, 2.24206, -2.61422], [0.56718, 3.07653, -0.91894], [1.67289, 1.33729, -1.62784], [-2.83829, -0.33248, 0.48515], [-0.47270, -2.73313, 1.66689], [1.94359, -1.82780, 2.03167], [-1.55816, 0.60355, -0.67484], [-1.84379, -0.45396, 0.10277], [1.20978, -1.43763, 1.31286], [1.60159, -0.32856, 0.61828]], "multiplicity": 1, "homo_ha": -0.305, "molar_mass_g_mol": 122.1, "lumo_energy_ev": 0.911}



Which of them is the least stable? Correct choice: (2).